A structure of composition C33H48Br2Cl28IO3PS. Source: OMol25; level of theory: ωB97M-V/def2-TZVPD.

Properties
Molar mass ... 1835.2 Da
Maximum force ... 3.01 eV Å⁻¹
HOMO level ... -8.8 eV

Structure (XYZ):
```
117
Properties=species:S:1:pos:R:3:forces:R:3:mulliken_charge:R:1
C 1.2920 -2.4808 3.7547 -0.2894 -0.5128 -0.1890 -0.03
C 0.3160 -2.5755 3.0535 -0.4876 -0.2985 -0.3799 -1.35
C -0.8932 -2.8999 2.2126 0.6926 -0.1408 1.1668 0.27
C -0.5084 -3.9478 1.1430 0.3435 0.1533 -0.2259 0.07
C -1.5408 -4.3249 0.0379 0.6305 0.3688 -0.1939 -1.72
C -2.8626 -3.5419 -0.0954 -0.6815 -2.8879 0.5209 1.22
S -3.8818 -3.9334 1.4381 -0.0629 0.5498 0.5195 -0.33
C -3.7147 -4.2322 -1.2510 -0.5112 0.2715 1.1613 -0.19
C -4.3835 -5.5879 -0.8845 0.0770 -0.2038 -1.1995 -1.38
O -2.8466 -2.1425 -0.1431 0.4851 0.0043 0.0936 -0.19
C -2.0241 -1.4590 -1.0457 0.2695 1.4494 -0.4742 1.63
C -0.4900 -1.5400 -0.8343 0.3010 -0.5157 -0.4369 0.85
C 0.4117 -0.5672 -1.6594 0.6394 -0.1578 0.1870 -0.83
C 1.5954 -1.3403 -2.2933 0.4610 0.3778 0.3373 -1.71
C 2.3740 -2.1641 -1.2148 -0.4638 -0.5426 -0.6398 1.38
C 3.9114 -2.0656 -1.2948 -0.1059 -0.2089 0.6615 -0.59
C 4.5079 -1.0079 -0.3250 -0.6682 0.3354 -0.4885 -0.85
C 3.5339 0.1591 0.0186 0.7673 0.1182 0.7425 -0.91
C 2.7462 -0.0504 1.3489 -0.5595 0.2753 -0.8088 1.03
C 2.6676 1.2113 2.2360 0.3252 -0.5540 -0.1195 -0.85
C 3.9443 1.4481 3.0846 -0.3814 0.9006 0.2282 -0.78
C 3.6438 1.7186 4.5897 0.7789 -0.9258 -0.3086 -0.91
C 2.7751 0.6106 5.2482 0.0019 0.3231 0.7299 0.17
C 1.5313 1.1150 6.0328 -0.3375 -0.3108 -0.7576 -0.88
C 0.7401 2.2608 5.3540 -0.4407 0.1220 0.5085 0.07
C -0.7783 2.2687 5.7845 1.5744 0.2388 -0.3772 -1.18
C -2.3510 0.0810 -0.8265 -1.2876 -1.2429 -0.2101 -1.93
O -3.7894 0.2054 -0.7215 0.2963 1.2829 -0.3705 -0.32
C -4.3101 1.3728 -1.2538 -0.4545 -0.8682 0.4058 -0.30
Br -4.4763 1.2953 -3.2396 0.1490 0.2431 0.4636 -0.07
I -3.3682 3.2549 -0.7191 0.0312 -0.7774 -0.2987 0.26
P -2.3246 -1.6442 -2.9166 -0.4775 0.7434 -0.8212 0.20
O -3.9640 -1.9217 -3.0716 1.4605 -0.4909 0.7025 -0.36
Br -1.2049 -3.5303 -3.6028 -0.2555 0.0655 0.1451 -0.37
H 2.1364 -2.6325 4.3955 -0.1473 0.4022 -0.1521 0.60
H -1.6154 -3.3538 2.9045 0.1419 0.3104 -0.1372 0.55
H -1.3717 -1.9887 1.8456 0.1324 -0.2269 -0.1342 -0.10
H -0.1966 -4.8612 1.6717 -0.1614 0.2573 -0.0701 0.56
H 0.4109 -3.5948 0.6482 -0.2946 -0.0989 0.1903 -0.25
H -1.7917 -5.3876 0.1476 -0.2255 0.3482 -0.0163 0.66
H -1.0256 -4.2730 -0.9376 -0.2404 -0.0404 0.3403 -0.05
H -3.0666 -4.7323 2.1795 -0.0820 0.3572 -0.6381 0.14
H -4.5460 -3.5313 -1.4168 0.4479 -0.1545 -0.4599 0.35
H -3.1147 -4.4109 -2.1473 -0.1786 0.4717 0.2542 -0.04
H -5.3916 -5.4751 -0.4761 0.4259 0.0430 0.2807 0.37
H -4.5325 -6.1199 -1.8442 0.0897 0.1226 0.3185 0.43
H -3.7734 -6.2545 -0.2682 -0.1546 0.2350 0.0736 0.27
H -0.2135 -1.3800 0.2168 -0.5752 -0.1074 -0.1982 -0.89
H -0.1588 -2.5555 -1.0913 -0.1612 0.3999 0.1355 -0.44
H 0.8888 0.1228 -0.9422 -0.4193 -0.0349 -0.2370 0.48
H -0.1030 0.0688 -2.3863 -0.0365 -0.3415 -0.0171 0.58
H 1.2860 -2.0001 -3.1115 -0.1121 0.1773 0.1572 0.41
H 2.3075 -0.6164 -2.7250 -0.3461 -0.1183 0.0165 0.74
H 1.9762 -1.9051 -0.2228 0.4650 -0.0914 -0.1757 -0.60
H 2.1117 -3.2265 -1.3623 -0.0076 0.3598 0.0988 -0.11
H 4.3217 -3.0448 -1.0025 -0.0318 0.2444 -0.2048 -0.11
H 4.2209 -1.9072 -2.3385 -0.1077 0.1244 0.2694 0.40
H 5.4090 -0.5712 -0.7680 0.0204 -0.2388 0.1428 0.39
H 4.7767 -1.4987 0.6202 0.1100 0.1288 -0.2576 0.36
H 2.8476 0.3835 -0.8063 0.2547 -0.0717 0.1602 0.37
H 4.1558 1.0601 0.1483 -0.1896 -0.1604 -0.0507 0.70
H 3.1504 -0.9236 1.8829 -0.0837 0.3723 0.0874 0.41
H 1.7091 -0.3215 1.0813 0.2736 -0.0437 0.2192 -1.44
H 2.4867 2.0872 1.5955 -0.0573 -0.2115 0.1134 0.53
H 1.7830 1.0974 2.8753 0.2904 0.1032 -0.0284 0.13
H 4.6735 0.6320 2.9779 -0.3470 0.0110 0.0644 0.37
H 4.4493 2.3563 2.7147 0.0196 -0.3694 0.0003 0.39
H 3.2628 2.7365 4.7250 -0.2139 -0.3015 -0.0524 0.36
H 4.6270 1.6902 5.0887 -0.3015 0.2811 -0.0517 0.34
H 3.4085 0.0822 5.9798 -0.1638 0.0230 -0.2628 0.54
H 2.4586 -0.1636 4.5326 0.0700 0.4769 -0.0130 -0.50
H 0.8363 0.2627 6.1237 0.2832 0.1432 0.0803 0.44
H 1.7958 1.4038 7.0599 -0.0017 0.0438 -0.2626 0.25
H 1.2181 3.2104 5.6387 -0.2275 -0.1569 -0.2021 0.34
H 0.7584 2.2228 4.2584 0.3025 -0.2304 0.2536 0.02
H -0.9691 3.1907 6.3439 -0.3429 -0.3238 0.0228 0.23
H -1.3941 2.2400 4.8794 0.0955 0.0738 0.4056 0.35
H -0.9580 1.3757 6.3929 -0.2673 0.3655 -0.0628 0.37
H -1.9282 0.4269 0.1248 0.1880 -0.0339 -0.3005 0.38
H -2.0519 0.6701 -1.6992 0.4297 -0.0576 0.3550 0.94
H -5.3417 1.4304 -0.8984 0.3036 0.1033 -0.1526 0.55
H -4.1997 -1.6891 -3.9738 -0.1235 0.1685 -0.1708 0.32
C -4.3237 -0.2485 4.8770 -0.0768 0.0354 -0.0019 0.23
Cl -3.6130 1.2176 5.5614 -0.3212 -0.4178 0.1764 -0.08
Cl -3.4931 -1.6625 5.5430 -0.0248 0.0593 -0.1096 -0.11
Cl -6.0419 -0.3206 5.2957 0.0630 -0.0268 -0.0495 -0.09
Cl -4.1429 -0.2058 3.1187 0.0192 -0.1503 0.0334 0.03
C -5.5435 4.7176 2.9516 -0.0447 0.0747 -0.0388 0.22
Cl -4.8181 3.2346 3.5709 -0.1537 0.2382 -0.2101 0.03
Cl -6.9657 5.1289 3.9222 0.0663 -0.0173 -0.0324 -0.11
Cl -4.3565 6.0283 3.0628 -0.0180 0.0047 -0.0250 -0.10
Cl -6.0251 4.5211 1.2590 -0.1511 0.0492 0.2570 -0.07
C 4.3061 -6.7185 -0.9297 0.0111 -0.0427 0.0012 0.28
Cl 5.6157 -5.6952 -1.5365 -0.0811 -0.0572 0.0329 -0.11
Cl 4.1521 -8.1491 -1.9592 0.0021 0.0818 0.0568 -0.11
Cl 4.6694 -7.2199 0.7276 -0.0257 0.0371 -0.0881 -0.10
Cl 2.7854 -5.8115 -0.9502 0.0966 -0.0775 0.0159 0.02
C 7.1089 3.8985 -5.3071 0.0347 -0.1283 0.0632 0.33
Cl 6.4897 4.7904 -3.9103 0.0012 -0.0630 -0.1089 -0.07
Cl 7.5747 5.0416 -6.5766 -0.0122 -0.0780 0.0469 -0.10
Cl 8.5333 2.9650 -4.8260 -0.0873 0.0277 -0.0097 -0.11
Cl 5.8567 2.7959 -5.9134 0.4779 -0.2089 0.2641 -0.08
C -4.4593 2.8272 -7.2237 0.0317 0.0957 0.0070 0.25
Cl -4.7294 1.2273 -6.5120 -0.0192 0.0400 -0.1981 -0.10
Cl -5.9438 3.3777 -8.0124 0.0822 -0.0462 0.0504 -0.10
Cl -4.0065 3.9684 -5.9506 -0.0081 -0.0791 -0.0741 -0.03
Cl -3.1575 2.7268 -8.4170 -0.0726 -0.0041 0.0709 -0.09
C -2.0661 7.0294 -2.0407 -0.0991 0.1207 -0.1641 0.22
Cl -0.5303 6.5176 -2.7561 -0.1279 -0.1079 0.2198 -0.05
Cl -3.3946 6.5690 -3.1140 0.0428 -0.0133 0.0339 -0.06
Cl -2.3259 6.2837 -0.4522 0.2930 0.3394 -0.0155 -0.08
Cl -2.0482 8.7869 -1.8515 -0.0159 -0.0456 0.0299 -0.10
C 2.6690 5.5355 -7.4571 0.0240 0.1182 -0.0543 0.22
Cl 1.7052 5.6926 -5.9786 0.1225 -0.0445 -0.0692 -0.02
Cl 4.3568 5.1846 -7.0591 -0.5999 0.3722 -0.1999 0.02
Cl 2.0094 4.2248 -8.4470 0.0464 0.0457 0.0628 -0.10
Cl 2.5912 7.0534 -8.3650 -0.0376 -0.0497 0.0212 -0.10
```
Forces are in eV/Å.


A structure of composition C29H25AlN5. Source: OMol25; level of theory: ωB97M-V/def2-TZVPD.

Properties
Molar mass ... 470.5 Da
Energy above the lowest of the compared OMol25 structures with the same formula, charge and spin ... 147.7 kcal/mol
Charge ... +1
Maximum force ... 0.13 eV Å⁻¹
HOMO level ... -9.8 eV

Structure (XYZ):
```
60
Properties=species:S:1:pos:R:3:forces:R:3:mulliken_charge:R:1
Al 0.2087 -0.4730 0.3145 -0.0658 0.0430 0.0084 -0.16
N 1.8555 -1.4186 -0.3205 0.0428 0.0306 -0.0020 0.12
C 2.9800 -0.5273 -0.0232 -0.0263 -0.0107 -0.0212 0.99
C 3.8105 -0.1430 -1.0620 -0.0095 -0.0026 0.0106 -0.87
C 4.8586 0.7290 -0.8223 0.0076 0.0010 0.0049 -0.72
C 5.0686 1.2016 0.4644 0.0043 -0.0004 -0.0073 -0.87
C 4.2261 0.8141 1.4924 -0.0057 0.0027 0.0012 -0.65
C 3.1534 -0.0536 1.2788 0.0043 0.0273 -0.0107 0.37
C 2.2157 -0.3664 2.3953 -0.0019 -0.0136 0.0320 0.30
C 2.7242 -0.5466 3.6807 -0.0009 0.0042 -0.0067 -0.67
C 1.8684 -0.7403 4.7534 -0.0015 -0.0006 0.0007 -0.76
C 0.4969 -0.7537 4.5501 -0.0021 -0.0004 0.0012 -0.75
C -0.0058 -0.5971 3.2657 -0.0222 -0.0030 -0.0031 -0.53
C 0.8276 -0.4042 2.1618 0.0741 -0.0179 -0.0313 -0.04
H 1.8447 -1.6335 -1.3139 -0.0162 0.0026 0.0055 0.40
H 1.9681 -2.2942 0.1886 -0.0142 -0.0103 -0.0044 0.41
H 3.6359 -0.5248 -2.0615 0.0018 -0.0009 -0.0009 0.36
H 5.5027 1.0356 -1.6346 0.0012 0.0002 0.0008 0.41
H 5.8808 1.8869 0.6655 -0.0005 0.0010 -0.0009 0.43
H 4.3719 1.2210 2.4843 0.0021 -0.0001 0.0013 0.51
H 3.7948 -0.5427 3.8448 -0.0002 0.0010 0.0001 0.55
H 2.2734 -0.8797 5.7471 0.0004 -0.0006 0.0002 0.40
H -0.1751 -0.8928 5.3871 0.0005 0.0005 0.0001 0.42
H -1.0833 -0.6216 3.1280 0.0017 -0.0006 -0.0014 0.41
C 0.2969 5.0723 -0.0568 -0.0008 -0.0035 -0.0036 -0.59
C 1.2898 4.1784 0.3273 0.0036 -0.0023 0.0024 -0.71
C 1.1684 2.8289 0.0539 -0.0029 -0.0065 0.0103 0.31
C 0.0361 2.3390 -0.6021 -0.0208 0.0021 -0.0364 0.30
C -0.9578 3.2351 -0.9951 0.0040 0.0044 -0.0084 -0.39
C -0.8185 4.5902 -0.7199 0.0001 0.0009 0.0026 -0.70
N -0.0332 0.9611 -0.8673 -0.0126 -0.0706 0.0362 0.45
N -1.2675 0.5606 -1.4719 0.0175 0.1255 -0.0286 0.12
C -2.0195 -1.6530 -1.2321 0.0458 0.0113 0.0188 1.85
C -2.5397 -2.8255 -1.9634 -0.0400 0.0134 -0.0150 -0.93
C -2.7377 -3.9934 -1.2702 0.0133 -0.0035 0.0158 -0.73
C -2.2764 -4.0824 0.0418 0.0067 -0.0147 -0.0166 -0.50
C -1.4854 -3.0788 0.6609 0.0063 -0.0094 -0.0021 -0.53
C -1.2842 -1.8781 0.0489 -0.0172 -0.0542 0.0497 -0.54
H 0.3978 6.1280 0.1535 -0.0007 0.0004 -0.0008 0.39
H 2.1743 4.5368 0.8387 -0.0030 0.0014 -0.0009 0.41
H 1.9608 2.1462 0.3370 0.0129 -0.0256 0.0053 0.06
H -1.8429 2.8804 -1.5054 0.0032 -0.0099 -0.0053 0.35
H -1.5994 5.2726 -1.0306 0.0008 0.0017 0.0001 0.38
H -2.8422 -2.6961 -2.9946 0.0046 -0.0066 -0.0020 0.49
H -3.2368 -4.8350 -1.7285 -0.0004 0.0008 -0.0012 0.47
H -2.4514 -5.0063 0.5821 -0.0083 0.0022 0.0025 0.47
H -1.0040 -3.3147 1.6040 -0.0056 0.0099 0.0033 0.57
N -4.0306 -1.4975 0.2060 0.0081 0.0049 -0.0179 -0.32
C -3.4648 -1.1266 -0.9823 -0.0080 -0.0180 0.0125 0.54
C -4.1627 -0.4678 -1.9376 -0.0042 0.0017 -0.0113 -0.81
C -3.7537 -0.0036 -3.2466 0.0074 -0.0004 0.0026 -0.71
C -2.5255 0.3152 -3.6755 -0.0178 -0.0113 0.0054 -1.36
C -1.2749 0.2177 -2.9090 0.0041 0.0245 -0.0062 0.53
N -1.0561 -0.7957 -1.9152 0.0243 -0.0245 0.0122 -0.35
H -4.9891 -1.2224 0.3521 -0.0009 -0.0011 -0.0014 0.31
H -3.4496 -1.4651 1.0294 0.0023 0.0024 -0.0003 0.17
H -5.1645 -0.1594 -1.6501 0.0011 0.0011 0.0017 0.38
H -4.5740 0.1990 -3.9255 0.0002 -0.0011 -0.0015 0.50
H -2.4240 0.7141 -4.6768 0.0032 -0.0012 -0.0001 0.48
H -0.3603 0.4506 -3.4439 -0.0001 0.0034 0.0004 0.56
```
Forces are in eV/Å.